A cluster of 2 separate species, C11H18 in total. Source: OMol25; level of theory: ωB97M-V with the def2-TZVPD basis set.

Geometry (Å):
C  1.10835  0.53149  1.83201
C  2.35131  0.43831  0.94694
C  1.93778  0.52933  -0.51164
C  1.77439  -0.63176  -1.25789
C  1.33256  -0.57492  -2.56587
C  1.22746  0.64334  -3.22085
C  1.47396  1.81501  -2.49964
C  1.78384  1.75851  -1.15773
H  1.40424  0.45444  2.87879
H  0.35218  -0.24160  1.73600
H  0.62415  1.49483  1.66335
H  3.02975  1.26281  1.16247
H  2.80102  -0.54425  1.09195
H  1.86045  -1.62927  -0.83706
H  1.16897  -1.48109  -3.13840
H  0.72055  0.75535  -4.17404
H  1.41050  2.78033  -2.98986
H  1.96637  2.66020  -0.57596
C  -2.76236  0.20061  1.69053
C  -2.98217  -0.83298  0.57149
C  -2.12942  -2.08846  0.77016
H  -3.70176  0.54485  2.13432
H  -2.15128  1.03075  1.36477
H  -2.28319  -0.30203  2.53516
H  -4.03233  -1.09525  0.42261
H  -2.68396  -0.36016  -0.36308
H  -2.34713  -2.91676  0.09318
H  -1.08786  -1.82916  0.57560
H  -2.16635  -2.37248  1.82270

Cartesian forces, eV/Å:
C 0.2 0.5 0.8
C -1.2 -0.4 -0.8
C 0.7 -0.2 0.0
C -0.7 -0.3 0.0
C 0.4 0.2 -1.0
C -0.9 0.7 0.6
C -0.1 0.0 -0.3
C 0.4 -0.2 0.6
H 0.0 0.3 0.1
H 0.1 -0.2 -0.6
H -0.1 0.0 0.2
H 0.2 -0.2 0.2
H 0.4 0.2 0.1
H 0.2 0.2 0.3
H -0.1 -0.1 0.2
H 0.6 -0.3 -0.2
H -0.1 -0.1 0.0
H -0.1 0.0 -0.2
C -0.6 -0.9 0.5
C 0.1 0.1 -0.5
C 0.4 0.5 0.0
H 0.1 0.3 -0.4
H 0.1 0.2 0.1
H 0.3 0.2 0.0
H 0.0 0.0 0.3
H 0.0 -0.1 -0.2
H -0.3 0.0 0.2
H 0.2 0.0 0.0
H -0.2 -0.5 -0.1

Values from the calculation:
Multiplicity = 1
SMILES string = CCc1ccccc1.CCC
HOMO level = -9.00 eV
Frontier orbital gap = 9.988 eV
Energy above the lowest of the compared OMol25 structures with the same formula, charge and spin = 52.9 kJ/mol
LUMO level = 1.0 eV